{
  "formula": "C19H20F4N5",
  "method": "the ωB97M-V functional and the def2-TZVPD basis",
  "symbols": ["F", "F", "F", "F", "N", "N", "N", "N", "N", "C", "C", "C", "C", "C", "C", "C", "C", "C", "C", "C", "C", "C", "C", "C", "C", "C", "C", "C", "H", "H", "H", "H", "H", "H", "H", "H", "H", "H", "H", "H", "H", "H", "H", "H", "H", "H", "H", "H"],
  "xyz": [[1.782, 4.338, 3.641], [0.500, 2.051, 5.304], [-5.156, -1.362, -1.604], [-1.124, 2.880, 4.121], [2.388, -1.329, -0.279], [3.322, 0.123, 1.039], [-2.178, -0.430, -0.354], [1.997, 0.144, 1.290], [4.763, -1.111, -0.395], [-0.862, -0.260, -0.212], [-0.394, -2.379, 0.836], [3.570, -0.795, 0.080], [-2.549, -1.611, 0.145], [1.311, 0.965, 2.285], [1.437, 2.488, 2.024], [1.452, -0.756, 0.464], [5.943, -0.433, 0.163], [-5.364, -0.662, -2.743], [-4.276, -0.233, -3.475], [1.108, 3.209, 3.317], [-1.754, -2.592, 0.707], [-5.788, 0.759, -5.061], [-4.493, 0.479, -4.646], [0.037, -1.135, 0.361], [6.278, -1.052, 1.564], [-6.658, -0.398, -3.141], [-6.869, 0.323, -4.307], [0.167, 2.723, 4.217], [0.734, 2.772, 1.230], [5.723, -1.985, 1.662], [-3.650, 0.816, -5.235], [-7.878, 0.544, -4.628], [7.333, -1.292, 1.660], [0.312, -3.082, 1.256], [-5.955, 1.318, -5.972], [-0.463, 0.681, -0.596], [0.257, 0.700, 2.308], [-3.615, -1.814, 0.098], [5.942, -0.366, 2.342], [2.453, 2.760, 1.730], [3.983, 0.697, 1.537], [5.756, 0.639, 0.244], [-3.275, -0.454, -3.129], [-2.200, -3.515, 1.050], [-7.487, -0.754, -2.543], [1.792, 0.771, 3.246], [6.805, -0.573, -0.483], [4.842, -1.807, -1.116]],
  "atomic_forces_ev_per_a": [[1.54, -1.07, 0.70], [-0.38, 1.38, 1.08], [-0.02, -0.04, 0.02], [-0.33, -1.64, -0.66], [0.45, -0.58, -0.45], [1.50, 0.48, 0.27], [1.17, -1.12, 0.72], [-2.03, -0.30, -0.36], [0.43, 1.05, 0.15], [0.18, 1.57, -0.58], [-0.21, 0.75, -0.44], [-1.51, -0.32, -0.02], [-1.80, -0.02, -0.24], [1.32, 1.05, 0.35], [-1.41, 0.60, -0.05], [0.77, -0.36, -0.60], [0.36, -1.07, 0.85], [-0.06, 0.20, -0.30], [0.24, -0.07, 0.07], [-1.34, -0.25, -0.59], [0.71, -0.49, 0.35], [-0.02, 0.05, -0.06], [-0.15, -0.01, 0.03], [0.12, -0.27, 0.64], [-0.47, 0.38, -0.65], [-0.20, -0.08, 0.16], [0.17, 0.00, -0.02], [1.30, 0.66, -0.16], [0.41, -0.04, -0.31], [0.06, 0.01, 0.10], [0.01, 0.00, 0.02], [-0.01, -0.03, 0.02], [0.01, 0.28, 0.15], [-0.15, -0.11, 0.04], [0.00, -0.01, 0.01], [-0.12, -0.07, 0.02], [0.14, -0.44, -0.08], [0.06, 0.06, -0.10], [0.34, -0.20, 0.25], [-0.08, 0.17, 0.04], [-0.18, 0.06, 0.14], [0.00, -0.01, -0.22], [-0.02, -0.01, 0.03], [-0.08, 0.06, -0.04], [0.02, 0.00, 0.02], [-0.28, -0.21, 0.05], [-0.28, 0.02, -0.32], [-0.18, -0.01, -0.03]],
  "total_charge": 1
}

{
  "formula": "C32H79FN2O19S2",
  "method": "the ωB97M-V functional and the def2-TZVPD basis",
  "symbols": ["S", "S", "F", "O", "O", "O", "O", "O", "O", "O", "O", "O", "O", "O", "O", "O", "O", "O", "O", "O", "O", "O", "N", "N", "C", "C", "C", "C", "C", "C", "C", "C", "C", "C", "C", "C", "C", "C", "C", "C", "C", "C", "C", "C", "C", "C", "C", "C", "C", "C", "C", "C", "C", "C", "C", "C", "H", "H", "H", "H", "H", "H", "H", "H", "H", "H", "H", "H", "H", "H", "H", "H", "H", "H", "H", "H", "H", "H", "H", "H", "H", "H", "H", "H", "H", "H", "H", "H", "H", "H", "H", "H", "H", "H", "H", "H", "H", "H", "H", "H", "H", "H", "H", "H", "H", "H", "H", "H", "H", "H", "H", "H", "H", "H", "H", "H", "H", "H", "H", "H", "H", "H", "H", "H", "H", "H", "H", "H", "H", "H", "H", "H", "H", "H", "H"],
  "xyz": [[1.331, 1.375, -0.955], [1.109, -1.323, -1.851], [2.276, -2.288, -1.378], [-0.608, 6.519, -3.099], [1.501, -0.741, -3.071], [-2.377, -4.939, 6.991], [-6.622, 0.516, -3.191], [-0.340, -4.274, 0.562], [-6.831, 0.564, -0.255], [-2.984, 6.824, -4.808], [-0.622, -7.099, 1.347], [-2.616, -2.323, -5.088], [7.136, -0.595, 2.505], [-0.035, -2.147, -2.081], [0.663, 1.911, -2.095], [1.038, 2.221, 0.158], [1.487, 7.639, 1.714], [9.850, -0.192, 3.570], [1.958, -2.244, 3.130], [-0.869, -7.107, 5.688], [2.885, 5.499, 0.257], [-2.389, 0.507, -5.884], [0.668, -0.193, -0.709], [3.651, -2.425, 1.613], [2.478, -1.789, 2.182], [7.444, 0.080, 3.721], [3.085, 1.400, -1.381], [10.359, -0.337, 2.255], [0.682, -0.693, 0.693], [-2.044, -7.458, 4.972], [-1.715, 7.409, -5.067], [-2.784, -2.666, -6.451], [-3.803, 0.590, -5.869], [-1.755, -4.171, 0.536], [3.230, 6.876, 0.205], [1.670, 5.210, -0.427], [-1.863, -0.050, -4.683], [-6.140, -0.426, -1.007], [-5.583, 0.142, -2.296], [-0.588, 6.558, -4.519], [-3.656, 7.431, -3.718], [-0.759, -7.436, -0.024], [-8.239, 0.465, -0.381], [-1.163, 5.314, -2.593], [-2.845, -5.874, 7.947], [7.342, -1.997, 2.589], [-1.472, -1.502, -4.863], [1.992, -0.478, 1.501], [-0.965, -4.969, 6.836], [8.797, 0.758, 3.653], [0.522, -6.295, 1.605], [0.147, -4.838, 1.778], [-6.859, 1.914, -3.204], [-0.558, -5.725, 5.587], [1.031, 6.670, 2.642], [2.891, 7.582, 1.503], [-7.798, 2.090, -3.728], [-6.055, 2.427, -3.743], [-2.235, -5.100, 0.853], [1.429, 5.677, 2.421], [-4.262, -0.345, -5.541], [6.675, 0.847, 3.864], [-3.004, 7.537, -2.847], [-8.547, 0.371, -1.425], [-0.747, -1.614, -5.675], [-4.919, 0.989, -2.094], [-0.161, -0.239, 1.220], [3.611, -2.280, 0.603], [3.599, 0.467, -1.120], [-2.057, -3.953, -0.488], [-2.336, -8.462, 5.279], [0.462, -1.775, 0.648], [0.964, -6.657, 2.538], [8.310, -2.243, 3.029], [8.839, 1.458, 2.813], [-4.498, 6.795, -3.446], [-3.779, -3.094, -6.570], [1.043, -4.276, 2.054], [-4.040, 8.414, -4.012], [3.392, 7.099, 2.348], [-4.120, 1.407, -5.210], [-2.042, -3.417, -6.745], [-0.451, 4.493, -2.721], [-8.677, 1.373, 0.031], [2.743, 7.368, -0.643], [-0.019, -8.195, -0.301], [-2.575, 0.061, -3.859], [1.267, -6.411, 0.812], [-2.868, -6.774, 5.185], [-5.307, -0.773, -0.387], [9.559, -0.463, 1.521], [4.313, 6.930, 0.050], [-0.632, -3.930, 6.742], [0.528, -5.650, 5.471], [-3.927, -5.946, 7.845], [1.833, 5.245, -1.510], [-2.085, -3.349, 1.182], [-1.756, -7.851, -0.169], [1.762, 0.200, 2.331], [-1.666, 8.425, -4.662], [-0.994, -1.847, -3.939], [-6.789, -1.283, -1.210], [2.843, -0.100, 0.926], [3.523, 2.178, -0.736], [-0.056, 6.631, 2.578], [-4.140, 0.807, -6.882], [-6.940, 2.321, -2.194], [-4.995, -0.634, -2.797], [8.951, 1.327, 4.574], [-1.023, -5.287, 4.699], [-2.413, -6.865, 7.790], [7.306, -2.404, 1.579], [-0.648, -6.562, -0.670], [-8.609, -0.393, 0.190], [-0.626, 5.547, -4.937], [-1.352, 5.450, -1.528], [-0.966, 0.525, -4.433], [1.313, 6.962, 3.659], [3.248, 8.615, 1.445], [-2.106, 5.063, -3.085], [-1.610, 7.475, -6.155], [-1.840, -7.466, 3.896], [-2.610, -5.527, 8.959], [7.396, -0.607, 4.570], [0.366, 7.008, -4.813], [4.459, -1.866, 1.904], [-2.699, -1.793, -7.104], [0.873, 5.904, -0.153], [3.254, 1.709, -2.413], [6.542, -2.455, 3.182], [10.967, 0.533, 1.988], [10.992, -1.223, 2.236], [1.361, 4.202, -0.155], [-0.485, -5.397, 7.721], [-0.585, -4.718, 2.582]],
  "atomic_forces_ev_per_a": [[-1.21, 3.35, -2.11], [-3.67, -1.78, -3.25], [-0.30, 1.13, 0.80], [-0.19, -0.12, -0.05], [2.13, 1.62, 0.20], [0.07, -0.22, 0.07], [0.01, 0.19, 0.16], [-0.10, 0.01, 0.16], [-0.15, -0.06, -0.18], [0.07, 0.10, 0.21], [0.04, 0.11, -0.19], [0.04, 0.09, -0.19], [0.06, -0.16, 0.06], [0.49, -0.57, 2.22], [0.02, -0.99, -1.30], [0.75, -1.78, 2.07], [0.08, -0.22, 0.07], [-0.13, -0.01, -0.22], [-1.15, -0.60, 1.82], [-0.22, 0.12, -0.03], [-0.18, 0.09, -0.04], [-0.18, -0.15, 0.10], [2.47, -0.53, 0.75], [-0.25, 0.62, -0.30], [1.24, 0.88, -2.00], [-0.14, 0.29, -0.28], [0.72, -0.28, 1.16], [0.10, -0.01, 0.08], [-0.16, -0.69, 0.56], [0.07, -0.09, -0.09], [-0.11, -0.31, -0.27], [-0.05, -0.07, 0.09], [0.05, 0.09, -0.04], [0.01, 0.11, -0.16], [0.30, -0.26, 0.20], [0.02, -0.17, -0.03], [0.39, 0.13, -0.35], [0.25, 0.27, 0.23], [-0.15, -0.37, -0.26], [0.18, 0.33, 0.20], [-0.07, -0.04, -0.07], [-0.04, -0.08, 0.06], [0.03, 0.04, 0.10], [0.14, -0.03, 0.06], [-0.07, 0.09, 0.00], [-0.12, 0.01, -0.06], [-0.14, -0.10, 0.49], [-0.07, -0.59, 0.54], [-0.21, 0.31, -0.24], [0.14, -0.18, 0.35], [-0.26, -0.12, 0.35], [0.39, 0.08, -0.31], [-0.02, -0.05, -0.11], [0.32, -0.28, 0.24], [-0.06, 0.09, 0.00], [-0.21, 0.31, -0.22], [0.03, -0.07, -0.04], [-0.01, 0.09, 0.06], [0.03, 0.01, 0.05], [0.03, 0.01, 0.00], [-0.01, 0.02, 0.04], [0.02, 0.00, 0.05], [0.02, 0.02, -0.02], [0.02, -0.04, 0.00], [-0.06, 0.08, -0.06], [-0.04, 0.02, 0.07], [0.19, 0.06, -0.28], [0.13, -0.10, 0.10], [-0.18, 0.12, -0.33], [0.09, 0.04, 0.00], [0.08, 0.00, 0.02], [-0.10, 0.35, -0.16], [0.04, 0.04, 0.00], [-0.01, 0.03, 0.04], [-0.05, -0.04, -0.03], [0.01, -0.01, -0.08], [0.02, -0.02, 0.07], [-0.01, -0.07, 0.09], [0.01, 0.04, 0.09], [0.00, -0.06, -0.04], [-0.12, -0.05, 0.02], [0.01, 0.03, -0.10], [-0.10, -0.10, 0.00], [0.07, -0.01, 0.04], [-0.07, 0.01, 0.05], [0.01, 0.03, -0.09], [-0.03, -0.06, -0.02], [-0.03, 0.06, -0.03], [0.02, 0.03, 0.01], [0.01, -0.04, -0.04], [-0.01, 0.04, 0.00], [0.00, 0.06, -0.01], [0.05, -0.02, 0.00], [-0.01, 0.08, -0.02], [0.02, 0.08, -0.02], [-0.12, 0.11, -0.02], [-0.09, -0.06, 0.04], [0.02, -0.02, 0.08], [0.26, 0.06, -0.33], [0.03, -0.03, 0.06], [-0.17, 0.05, -0.32], [-0.01, 0.03, -0.07], [-0.41, 0.20, -0.03], [-0.37, -0.16, -0.04], [0.02, 0.08, -0.02], [0.07, 0.04, 0.01], [0.04, -0.01, 0.01], [0.04, 0.01, 0.04], [-0.04, 0.03, -0.01], [-0.08, 0.03, 0.06], [0.03, 0.01, 0.01], [-0.04, 0.06, -0.01], [0.03, 0.00, 0.01], [-0.08, -0.02, -0.06], [-0.08, 0.01, 0.00], [0.06, 0.07, -0.02], [-0.01, -0.02, 0.08], [0.01, -0.09, 0.03], [0.05, -0.02, 0.00], [0.02, 0.00, -0.04], [0.04, 0.03, 0.01], [-0.08, 0.03, -0.02], [0.01, -0.09, 0.04], [0.07, -0.02, -0.02], [-0.01, -0.01, -0.05], [0.02, -0.32, 0.14], [0.04, 0.00, 0.00], [0.06, 0.09, -0.06], [-0.55, -0.43, 0.05], [0.09, -0.12, 0.05], [-0.03, 0.00, -0.10], [0.01, 0.03, 0.08], [0.14, 0.33, -0.01], [0.00, -0.07, -0.04], [-0.04, -0.04, -0.04]],
  "total_charge": 0,
  "smiles": "CS(=O)(=O)N(CCC(N)=O)S(=O)(=O)F.COCCOC.COCCOC.COCCOC.COCCOC.COCCOC.COCCOC.COCCOC",
  "relative_energy_kcal_mol": 0.0
}

{
  "formula": "C3H10N2O2",
  "method": "the ωB97M-V functional and the def2-TZVPD basis",
  "symbols": ["O", "O", "N", "N", "C", "C", "C", "H", "H", "H", "H", "H", "H", "H", "H", "H", "H"],
  "xyz": [[0.594, -1.483, 0.437], [-1.677, -1.943, -0.501], [0.914, -0.101, -1.396], [-1.749, -0.781, -0.987], [-1.097, 0.787, 0.594], [1.727, 0.546, 0.819], [0.808, -0.271, -0.041], [-1.013, 0.351, 1.586], [2.717, 0.082, 0.791], [-2.723, -0.439, -0.856], [-0.197, -1.924, -0.019], [1.072, 0.859, -1.670], [-2.140, 0.980, 0.362], [-0.545, 1.716, 0.471], [0.122, -0.495, -1.902], [1.810, 1.572, 0.465], [1.378, 0.546, 1.848]],
  "atomic_forces_ev_per_a": [[-0.08, 0.10, -0.15], [-0.14, 0.78, -0.27], [-0.05, -0.05, 0.04], [0.13, -0.62, 0.30], [0.31, -0.37, -0.26], [-0.08, 0.00, -0.03], [-0.39, 0.03, 0.06], [0.00, 0.07, 0.06], [-0.06, 0.00, -0.02], [0.14, -0.06, 0.10], [0.18, 0.14, 0.03], [0.00, -0.04, 0.06], [-0.01, 0.02, 0.01], [0.01, 0.03, 0.07], [0.09, 0.01, 0.05], [-0.03, -0.04, -0.02], [-0.02, -0.01, -0.03]],
  "total_charge": 0,
  "relative_energy_kcal_mol": 142.3
}

{
  "formula": "C3H7PS2",
  "method": "the ωB97M-V functional and the def2-TZVPD basis",
  "symbols": ["S", "S", "P", "C", "C", "C", "H", "H", "H", "H", "H", "H", "H"],
  "xyz": [[-0.772, -0.549, 0.435], [0.902, 3.389, -2.691], [2.105, 1.726, -2.377], [-0.189, -1.349, 1.650], [-0.981, -1.743, 2.778], [0.345, 1.702, -2.990], [-0.999, -1.030, 3.482], [-0.613, -2.570, 3.293], [-0.039, 1.581, -4.059], [-1.940, -1.991, 2.324], [-0.277, 1.232, -2.274], [0.923, -1.661, 1.620], [1.536, 1.265, -1.191]],
  "atomic_forces_ev_per_a": [[-0.56, 1.12, -1.75], [-0.45, 0.40, 0.61], [-0.26, -0.64, -1.12], [3.70, -0.80, -0.32], [-1.27, -2.31, -2.01], [0.10, 0.32, -2.58], [-0.60, 3.02, 2.40], [0.80, -1.77, 0.62], [1.11, -0.18, 1.52], [-0.42, 0.23, 0.81], [-0.82, -0.05, 0.65], [-1.64, 0.53, 0.21], [0.31, 0.11, 0.94]],
  "total_charge": 0,
  "smiles": "C1PS1.CC=S",
  "relative_energy_kcal_mol": 32.1
}

| no. | Kohn-Sham gap (eV) | HOMO energy (eV) | E_tot (a.u.) |
| --- | --- | --- | --- |
| 1 | 7.188 | -10.8 | -1408.8666 |
| 2 | 8.685 | -8.8 | -3701.5516 |
| 3 | 7.753 | -7.7 | -380.1099 |
| 4 | 8.578 | -8.7 | -1256.1490 |